No. 1
Computed, not measured: a cluster of 2 separate species, C5H14IN2 in total, with ωB97M-V with the def2-TZVPD basis set.

Last column: natural (NBO) charge in e.
Element x y z (Å)
C  -1.22  -0.99  0.42  -0.632
C  -1.02  0.68  2.41  -0.632
C  1.49  1.76  0.28  -0.423
C  -0.31  0.11  1.09  -0.051
C  0.31  -1.41  -2.99  -0.423
N  0.94  -0.93  -1.98  -0.742
N  0.23  0.98  0.03  -0.663
I  0.65  -2.95  -4.16  0.985
H  -1.63  -0.51  -0.50  0.196
H  -0.82  -1.93  -0.03  0.202
H  -2.00  -1.35  1.03  0.228
H  -0.15  0.88  3.14  0.224
H  -1.54  -0.08  2.95  0.226
H  -1.74  1.45  2.18  0.215
H  1.91  1.40  1.20  0.208
H  2.11  1.48  -0.66  0.202
H  1.25  2.92  0.23  0.220
H  0.52  -0.43  1.54  0.183
H  -0.44  -0.74  -3.39  0.255
H  1.50  -1.72  -1.53  0.379
H  0.46  -0.30  -1.27  0.471
H  -0.51  1.65  0.00  0.372

Total charge ... +1
Gap between HOMO and LUMO (spin up / spin down) ... 7.04 / 3.38 eV
Multiplicity ... 3
<S²> ... 2.0059
Molar mass ... 229.09 g mol⁻¹
Energy relative to the best compared isomer or geometry (same formula, charge and spin) ... 54.3 kcal/mol
E_tot ... -605.6264 a.u.


No. 2
Computed, not measured: a structure of composition C3H6N4O, with ωB97M-V with the def2-TZVPD basis set.

Last column: natural (NBO) charge in e.
Element x y z (Å)
C  -0.57  0.18  1.86  -0.487
C  0.24  0.90  -1.32  0.251
C  1.09  -0.46  0.08  0.512
H  -0.40  -0.78  2.60  0.224
H  0.46  0.86  2.43  0.217
H  -1.77  0.71  1.82  0.263
H  -1.94  -0.89  -1.39  0.445
H  0.11  1.21  -2.38  0.207
H  2.89  -1.02  0.57  0.367
N  -0.36  -0.43  0.41  -0.333
N  -0.95  0.71  -0.32  -0.030
N  1.28  0.27  -1.14  -0.438
N  1.92  -1.10  0.79  -0.654
O  -2.14  0.01  -0.68  -0.542

Total charge ... 0
Gap between HOMO and LUMO ... 9.49 eV
Molar mass ... 114.11 g mol⁻¹
Energy relative to the best compared isomer or geometry (same formula, charge and spin) ... 180.1 kcal/mol
E_tot ... -411.9219 a.u.


No. 3
Computed, not measured: the molecule C3H8N2OS2, with ωB97M-V with the def2-TZVPD basis set.

Last column: natural (NBO) charge in e.
Element x y z (Å)
N  0.49  2.10  -1.89  -0.828
C  -0.70  1.54  -1.53  0.674
O  -1.73  1.89  -2.08  -0.619
C  -0.79  0.56  -0.33  -0.147
N  -1.61  1.23  0.64  -0.864
C  0.57  0.24  0.25  -0.555
S  0.46  -1.03  1.56  0.107
S  1.26  -2.68  0.69  -0.128
H  1.33  1.92  -1.35  0.387
H  0.41  3.01  -2.32  0.406
H  -1.33  -0.33  -0.68  0.206
H  -1.24  1.41  1.55  0.376
H  -2.39  1.77  0.31  0.403
H  1.24  -0.11  -0.52  0.241
H  0.96  1.13  0.75  0.220
H  0.21  -3.27  0.09  0.122

Total charge ... 0
Gap between HOMO and LUMO ... 9.45 eV
SMILES string ... NC(=O)[C@H](N)CSS
Molar mass ... 152.24 g mol⁻¹
Energy relative to the best compared isomer or geometry (same formula, charge and spin) ... 6.0 kcal/mol
E_tot ... -1100.2457 a.u.


No. 4
Computed, not measured: a structure of composition C8H11N5, with ωB97M-V with the def2-TZVPD basis set.

Last column: natural (NBO) charge in e.
Element x y z (Å)
C  -2.95  1.94  -2.73  -0.644
C  -2.10  0.69  -2.62  -0.268
C  -0.45  0.22  -0.80  0.485
C  -1.53  -0.93  0.87  0.303
C  0.62  -0.34  1.26  0.341
C  2.18  -1.23  2.87  -0.453
C  2.29  0.51  0.00  0.007
C  0.75  0.45  0.11  -0.277
H  -3.98  1.50  -3.25  0.230
H  -3.05  2.27  -1.54  0.222
H  -2.76  3.17  -3.39  0.235
H  -1.99  0.35  -3.71  0.190
H  -2.41  -0.25  -2.09  0.290
H  0.11  1.37  -2.37  0.400
H  -2.55  -1.63  0.93  0.186
H  1.13  -1.01  3.55  0.267
H  2.39  -2.54  2.84  0.209
H  3.46  -0.75  3.11  0.244
H  3.00  0.55  -1.05  0.216
N  -0.67  0.95  -1.94  -0.581
N  -1.59  -0.47  -0.35  -0.594
N  -0.45  -1.13  1.75  -0.527
N  1.87  -0.71  1.57  -0.237
N  2.80  -0.20  0.86  -0.245

Total charge ... 0
Gap between HOMO and LUMO ... 8.96 eV
Molar mass ... 177.21 g mol⁻¹
Energy relative to the best compared isomer or geometry (same formula, charge and spin) ... 184.6 kcal/mol
E_tot ... -584.9370 a.u.


The highest molar mass belongs to which entry?
C5H14IN2


Please write out number 4 again, unchanged.
Computed, not measured: a structure of composition C8H11N5, with ωB97M-V with the def2-TZVPD basis set.

Last column: natural (NBO) charge in e.
Element x y z (Å)
C  -2.95  1.94  -2.73  -0.644
C  -2.10  0.69  -2.62  -0.268
C  -0.45  0.22  -0.80  0.485
C  -1.53  -0.93  0.87  0.303
C  0.62  -0.34  1.26  0.341
C  2.18  -1.23  2.87  -0.453
C  2.29  0.51  0.00  0.007
C  0.75  0.45  0.11  -0.277
H  -3.98  1.50  -3.25  0.230
H  -3.05  2.27  -1.54  0.222
H  -2.76  3.17  -3.39  0.235
H  -1.99  0.35  -3.71  0.190
H  -2.41  -0.25  -2.09  0.290
H  0.11  1.37  -2.37  0.400
H  -2.55  -1.63  0.93  0.186
H  1.13  -1.01  3.55  0.267
H  2.39  -2.54  2.84  0.209
H  3.46  -0.75  3.11  0.244
H  3.00  0.55  -1.05  0.216
N  -0.67  0.95  -1.94  -0.581
N  -1.59  -0.47  -0.35  -0.594
N  -0.45  -1.13  1.75  -0.527
N  1.87  -0.71  1.57  -0.237
N  2.80  -0.20  0.86  -0.245

Total charge ... 0
Gap between HOMO and LUMO ... 8.96 eV
Molar mass ... 177.21 g mol⁻¹
Energy relative to the best compared isomer or geometry (same formula, charge and spin) ... 184.6 kcal/mol
E_tot ... -584.9370 a.u.


The highest E_tot belongs to which entry?
C3H6N4O